DFT (the ωB97M-V functional and the def2-TZVPD basis) results for a structure of composition C17H34CaO2P2 at a distorted geometry.

```
56
Properties=species:S:1:pos:R:3
P 3.17 3.32 -1.59
P 3.61 0.47 -3.58
C 4.74 2.86 -2.51
C 4.50 2.07 -3.79
H 5.35 2.32 -1.77
H 5.27 3.80 -2.72
H 4.00 2.68 -4.56
H 5.49 1.80 -4.18
C 4.95 -0.33 -2.60
H 4.74 -1.40 -2.41
H 5.09 0.16 -1.62
H 5.84 -0.21 -3.24
C 4.07 -0.26 -5.20
H 5.16 -0.36 -5.19
H 3.77 0.43 -6.01
H 3.59 -1.24 -5.35
C 4.16 4.65 -0.67
H 3.60 5.28 0.04
H 4.58 5.29 -1.47
H 5.01 4.19 -0.12
C 2.22 4.30 -2.80
H 2.13 3.73 -3.74
H 2.80 5.22 -2.95
H 1.23 4.53 -2.40
Ca 1.19 1.03 -3.10
C 3.71 -0.96 0.87
C 4.92 -0.43 1.18
C 5.17 0.99 1.66
C 4.11 1.54 2.64
C 3.27 2.64 2.07
C 2.45 2.41 1.04
C 2.70 1.21 0.15
C 2.48 -0.13 0.91
C -0.57 2.33 -2.31
H 3.62 -2.01 0.60
H 5.83 -1.02 1.21
H 5.33 1.69 0.82
H 6.14 1.04 2.21
H 3.48 0.72 2.98
H 4.62 1.92 3.53
H 3.44 3.65 2.45
H 1.75 3.10 0.55
H 3.72 1.19 -0.29
H 2.01 1.11 -0.72
H 2.13 0.05 1.93
H 1.65 -0.66 0.44
H -1.45 2.21 -2.97
H -0.37 3.40 -2.26
H -0.93 1.99 -1.32
C -1.70 -1.92 -1.55
C -0.56 -0.96 -1.56
O -0.33 -0.29 -0.52
O 0.14 -0.88 -2.67
H -1.41 -2.85 -1.09
H -2.06 -2.19 -2.53
H -2.53 -1.52 -0.97
```

## Properties
Relative energy (zero: lowest compared OMol25 entry of this formula, charge and spin) ... 240.1 kJ/mol
Orbital gap ... 6.55 eV
Net charge ... 0



DFT (the ωB97M-V functional and the def2-TZVPD basis) results for a cluster of 13 separate species, C18H62O13 in total at a distorted geometry.

```
93
Properties=species:S:1:pos:R:3
O 1.64 -3.58 -3.80
H 2.29 -3.22 -4.41
H 1.33 -2.82 -3.31
O -2.42 -5.47 2.32
H -1.84 -5.74 1.60
H -3.20 -5.13 1.88
O -6.40 -3.09 1.24
H -6.58 -2.20 1.55
H -6.46 -3.02 0.28
O -2.67 0.11 -5.12
H -2.28 0.59 -5.85
H -2.11 0.33 -4.37
O 1.32 4.74 -2.02
H 1.69 5.43 -2.56
H 1.43 5.06 -1.12
O -8.84 0.71 -0.04
H -9.48 0.04 -0.28
H -8.30 0.82 -0.82
O -4.14 4.87 3.98
H -4.66 5.68 4.00
H -4.78 4.18 4.13
C -9.18 3.06 -4.63
C -7.67 2.79 -4.92
C -6.85 3.84 -4.22
O -7.32 1.52 -4.41
H -9.41 4.02 -5.09
H -9.35 3.10 -3.55
H -9.83 2.27 -5.01
H -7.50 2.78 -6.00
H -6.89 4.83 -4.67
H -5.80 3.54 -4.17
H -7.20 3.90 -3.18
H -6.44 1.31 -4.73
C -1.87 0.60 8.21
C -1.63 0.55 9.77
C -0.31 1.15 10.21
O -2.68 1.39 10.27
H -2.72 0.05 7.81
H -1.06 0.10 7.68
H -2.07 1.62 7.89
H -1.93 -0.40 10.22
H -0.44 1.71 11.13
H 0.05 1.92 9.52
H 0.43 0.35 10.29
H -2.69 2.20 9.75
C 2.91 -8.44 0.71
C 2.59 -8.07 -0.67
C 2.43 -9.37 -1.45
O 1.37 -7.37 -0.69
H 3.80 -9.05 0.83
H 2.09 -8.99 1.18
H 3.10 -7.55 1.30
H 3.42 -7.58 -1.17
H 2.10 -9.24 -2.48
H 1.54 -9.87 -1.07
H 3.35 -9.96 -1.38
H 1.56 -6.77 -1.42
C 5.13 1.21 -5.55
C 5.04 0.32 -6.82
C 6.10 0.62 -7.86
O 5.02 -1.02 -6.31
H 4.21 0.99 -5.00
H 5.21 2.25 -5.84
H 5.96 0.93 -4.91
H 4.11 0.55 -7.34
H 6.05 1.63 -8.26
H 6.02 -0.02 -8.74
H 7.05 0.36 -7.40
H 4.84 -1.57 -7.08
C 0.51 0.26 1.14
C -0.52 -0.06 0.09
C -1.92 0.52 0.45
O -0.11 0.50 -1.17
H 0.55 1.31 1.44
H 1.49 0.00 0.74
H 0.32 -0.22 2.10
H -0.61 -1.15 0.01
H -1.82 1.59 0.63
H -2.34 0.22 1.40
H -2.70 0.40 -0.30
H 0.12 1.43 -1.07
C 7.51 3.86 4.29
C 7.51 3.93 2.75
C 6.67 2.86 2.12
O 7.01 5.21 2.38
H 8.15 4.62 4.73
H 7.69 2.85 4.64
H 6.51 4.00 4.70
H 8.56 3.85 2.50
H 7.16 1.93 2.40
H 6.68 2.92 1.03
H 5.66 2.83 2.54
H 7.71 5.86 2.44
```

## Properties
Relative energy (zero: lowest compared OMol25 entry of this formula, charge and spin) ... 300.9 kJ/mol
Orbital gap ... 10.21 eV
Net charge ... 0



DFT (the ωB97M-V functional and the def2-TZVPD basis) results for a cluster of 3 separate species, C15H34N2O5 in total.

```
56
Properties=species:S:1:pos:R:3
C -1.71 -1.39 -0.37
C -0.81 -0.68 -1.36
O -0.52 -1.19 -2.44
N -0.18 0.52 -0.94
C -0.96 1.76 -0.99
C -2.33 1.71 -0.33
C -3.11 3.02 -0.57
C -4.57 2.91 -0.10
N -5.50 3.50 -1.09
C -6.78 2.93 -1.08
O -7.52 2.99 -0.13
O -7.17 2.29 -2.22
H -1.58 -0.99 0.63
H -1.45 -2.45 -0.41
H -2.75 -1.27 -0.68
H 0.61 0.63 -1.57
H -0.37 2.52 -0.46
H -1.07 2.12 -2.03
H -2.21 1.59 0.75
H -2.94 0.88 -0.71
H -2.62 3.81 0.01
H -3.07 3.28 -1.63
H -4.83 1.86 0.07
H -4.72 3.43 0.85
H -5.10 3.48 -2.02
H -6.41 2.14 -2.79
C 2.15 -4.34 1.08
C 1.42 -3.05 1.39
O 0.05 -3.22 1.72
C -0.22 -4.02 2.87
C 0.39 -3.48 4.15
H 1.66 -4.88 0.27
H 3.18 -4.12 0.77
H 2.20 -5.00 1.95
H 1.41 -2.41 0.50
H 1.94 -2.49 2.17
H 0.09 -5.05 2.70
H -1.30 -4.02 2.95
H 1.48 -3.47 4.12
H 0.09 -4.11 4.99
H 0.05 -2.46 4.34
C 4.61 -0.01 0.51
C 3.85 -0.09 -0.80
O 3.10 1.07 -1.10
C 3.82 2.28 -1.23
C 4.87 2.27 -2.33
H 3.93 0.19 1.34
H 5.12 -0.96 0.70
H 5.37 0.77 0.50
H 3.12 -0.89 -0.75
H 4.53 -0.33 -1.63
H 4.28 2.56 -0.27
H 3.07 3.04 -1.45
H 5.65 1.53 -2.15
H 5.34 3.25 -2.41
H 4.40 2.03 -3.29
```

## Properties
SMILES string ... CC(=O)NCCCCNC(=O)O.CCOCC.CCOCC
Orbital gap ... 9.65 eV
Net charge ... 0



Summary of total energy in eV
-59288.90326 -46286.76810 -29323.54859
(order as listed above)
Summary of HOMO in eV
-6.82 -10.00 -9.31
(order as listed above)